{"formula": "C23H18CrN3O8PS", "method": "ωB97M-V/def2-TZVPD", "elements": ["Cr", "O", "S", "O", "O", "O", "O", "C", "O", "C", "C", "N", "N", "C", "C", "O", "O", "H", "H", "H", "N", "P", "C", "C", "C", "C", "C", "C", "C", "C", "C", "C", "C", "C", "C", "C", "C", "C", "C", "C", "H", "H", "H", "H", "H", "H", "H", "H", "H", "H", "H", "H", "H", "H", "H"], "xyz": [[-0.72, -1.16, 0.28], [-1.86, -3.03, -2.78], [-1.56, -2.31, -1.58], [-0.75, -1.03, -1.77], [-2.69, -1.86, -0.74], [-0.66, -3.04, -0.59], [-2.64, 2.30, 4.48], [-2.55, 3.01, 3.37], [-2.90, 4.17, 3.31], [-2.09, 2.29, 2.15], [-1.95, 2.88, 0.91], [-1.49, 1.93, 0.07], [-1.34, 0.77, 0.70], [-1.70, 0.95, 1.95], [-1.63, -0.26, 2.83], [-1.94, -0.17, 4.02], [-1.25, -1.31, 2.22], [-2.34, 1.34, 4.36], [-2.14, 3.89, 0.60], [-1.29, 1.99, -0.91], [1.09, -0.87, 0.59], [2.26, -1.74, 0.06], [2.39, -3.42, 0.76], [1.48, -3.77, 1.75], [1.54, -5.04, 2.33], [2.50, -5.95, 1.91], [3.41, -5.60, 0.92], [3.35, -4.34, 0.35], [2.34, -1.99, -1.75], [1.85, -3.13, -2.36], [1.75, -3.19, -3.75], [2.15, -2.11, -4.52], [2.65, -0.97, -3.91], [2.74, -0.90, -2.53], [3.86, -0.97, 0.47], [3.89, -0.04, 1.50], [5.10, 0.54, 1.88], [6.27, 0.19, 1.24], [6.25, -0.73, 0.20], [5.05, -1.31, -0.19], [0.74, -3.05, 2.07], [0.82, -5.31, 3.09], [2.54, -6.93, 2.36], [4.15, -6.31, 0.60], [4.05, -4.08, -0.44], [1.50, -3.96, -1.76], [1.33, -4.07, -4.22], [2.06, -2.16, -5.60], [2.95, -0.12, -4.52], [3.10, 0.00, -2.05], [2.96, 0.22, 1.98], [5.12, 1.26, 2.69], [7.21, 0.64, 1.54], [7.16, -1.00, -0.32], [5.02, -2.01, -1.02]], "multiplicity": 4, "total_energy_ha": -3437.71897, "homo_ha": [-0.196, -0.220], "relative_energy_kcal_mol": 1.5, "total_charge": -1}

=====

{"formula": "C23H18DyI2N4O3", "method": "ωB97M-V/def2-TZVPD", "elements": ["Dy", "I", "C", "C", "C", "I", "C", "O", "C", "C", "N", "C", "C", "C", "C", "C", "C", "N", "C", "H", "H", "H", "H", "H", "H", "H", "H", "H", "H", "H", "O", "C", "C", "C", "C", "C", "C", "C", "N", "C", "C", "N", "H", "H", "H", "H", "H", "H", "H", "O", "C"], "xyz": [[0.11, 0.89, -0.52], [4.26, -3.04, -5.24], [3.30, -1.79, -3.84], [2.44, -0.79, -4.29], [1.92, 0.07, -3.35], [0.31, 1.44, -3.71], [2.27, 0.05, -1.99], [1.98, 1.03, -1.20], [2.91, -1.14, -1.56], [2.75, -1.46, -0.10], [1.29, -1.47, 0.19], [0.63, -2.62, -0.46], [-0.78, -2.32, -0.93], [-1.73, -3.34, -0.98], [-3.00, -3.05, -1.46], [-3.27, -1.76, -1.90], [-2.26, -0.82, -1.84], [-1.04, -1.08, -1.36], [3.45, -2.01, -2.48], [2.19, -0.71, -5.34], [3.21, -0.70, 0.52], [3.20, -2.44, 0.13], [1.15, -1.53, 1.20], [0.61, -3.50, 0.19], [1.21, -2.88, -1.35], [-1.47, -4.33, -0.65], [-3.75, -3.82, -1.49], [-4.24, -1.49, -2.29], [-2.43, 0.20, -2.20], [4.00, -2.88, -2.14], [-1.66, 1.19, 0.40], [-2.17, 1.71, 1.48], [-3.56, 1.96, 1.55], [-4.16, 2.46, 2.67], [-3.40, 2.75, 3.80], [-2.04, 2.55, 3.77], [-1.39, 2.04, 2.63], [0.05, 1.88, 2.65], [0.82, 1.53, 1.61], [2.12, 1.56, 2.07], [2.13, 1.90, 3.39], [0.83, 2.09, 3.74], [-4.14, 1.73, 0.66], [-5.22, 2.64, 2.68], [-3.87, 3.14, 4.69], [-1.46, 2.82, 4.64], [2.95, 1.35, 1.42], [2.94, 2.02, 4.08], [0.50, 2.36, 4.65], [1.14, 4.17, -1.18], [0.35, 3.42, -0.95]], "multiplicity": 6, "total_energy_ha": -2812.38425, "homo_ha": [-0.390, -0.391], "relative_energy_kcal_mol": 7.0, "total_charge": 1}

=====

{"formula": "C23H18F12IrN4O2S2", "method": "ωB97M-V/def2-TZVPD", "elements": ["Ir", "C", "C", "C", "C", "C", "N", "C", "C", "C", "C", "C", "C", "C", "C", "O", "C", "F", "F", "F", "C", "F", "F", "F", "C", "C", "C", "O", "C", "F", "F", "F", "C", "F", "F", "F", "H", "H", "H", "H", "H", "H", "H", "H", "H", "H", "H", "H", "C", "N", "C", "N", "S", "H", "H", "H", "H", "H", "H", "S", "C", "N"], "xyz": [[-1.77, 0.90, 0.11], [3.81, -0.43, -4.49], [2.89, -0.19, -3.33], [3.24, -0.56, -2.04], [2.40, -0.29, -0.99], [1.15, 0.36, -1.16], [0.40, 0.61, -0.07], [1.04, 0.85, 1.12], [2.01, 1.87, 1.15], [2.72, 2.16, 2.29], [2.49, 1.44, 3.46], [3.30, 1.70, 4.69], [1.51, 0.46, 3.46], [0.77, 0.16, 2.32], [-0.27, -0.96, 2.33], [-1.38, -0.78, 1.59], [-0.76, -1.29, 3.77], [-1.09, -0.22, 4.48], [-1.85, -2.07, 3.74], [0.14, -1.97, 4.52], [0.44, -2.25, 1.82], [0.52, -2.28, 0.48], [-0.20, -3.38, 2.15], [1.70, -2.40, 2.27], [0.77, 0.66, -2.49], [1.65, 0.40, -3.53], [-0.59, 1.33, -2.76], [-1.63, 0.83, -2.08], [-0.38, 2.85, -2.47], [-1.44, 3.60, -2.81], [-0.13, 3.10, -1.18], [0.67, 3.37, -3.14], [-1.02, 1.22, -4.25], [-0.31, 1.96, -5.14], [-0.96, -0.04, -4.71], [-2.29, 1.61, -4.41], [4.85, -0.40, -4.17], [3.66, 0.32, -5.26], [3.62, -1.41, -4.93], [4.17, -1.07, -1.86], [2.68, -0.58, 0.01], [2.18, 2.42, 0.24], [3.45, 2.95, 2.28], [4.29, 2.06, 4.42], [3.41, 0.80, 5.28], [2.82, 2.46, 5.32], [1.34, -0.08, 4.38], [1.39, 0.66, -4.54], [-4.98, -4.09, 0.40], [-4.99, -2.65, 0.39], [-3.94, -1.86, 0.11], [-2.76, -2.40, -0.18], [-4.22, -0.20, 0.06], [-5.94, -4.44, 0.75], [-4.20, -4.46, 1.08], [-4.80, -4.49, -0.60], [-5.86, -2.16, 0.53], [-2.56, -3.35, 0.09], [-1.97, -1.75, -0.16], [-3.81, 5.00, 0.29], [-3.00, 3.67, 0.56], [-2.39, 2.69, 0.82]], "total_energy_ha": -3355.98065, "homo_ha": [-0.167, -0.165], "relative_energy_kcal_mol": 30.7, "total_charge": -1}

=====

{"formula": "C23H18IN9OS2Sn", "method": "ωB97M-V/def2-TZVPD", "elements": ["Sn", "I", "C", "C", "C", "C", "C", "C", "C", "C", "C", "C", "H", "H", "H", "H", "H", "H", "C", "C", "N", "C", "C", "S", "C", "C", "S", "C", "N", "C", "H", "H", "H", "H", "H", "H", "H", "H", "O", "N", "C", "C", "N", "C", "N", "N", "C", "N", "N", "C", "N", "H", "H", "H", "H"], "xyz": [[-0.08, 0.10, 0.15], [-0.87, -2.01, 2.41], [-1.54, -3.32, 0.92], [-2.07, -4.51, 1.33], [-2.54, -5.43, 0.37], [-2.47, -5.13, -0.95], [-1.91, -3.90, -1.39], [-1.84, -3.62, -2.77], [-1.31, -2.44, -3.21], [-0.82, -1.51, -2.28], [-0.86, -1.71, -0.92], [-1.42, -2.94, -0.45], [-2.13, -4.75, 2.38], [-2.96, -6.37, 0.70], [-2.83, -5.82, -1.70], [-2.22, -4.35, -3.47], [-1.26, -2.22, -4.27], [-0.40, -0.59, -2.67], [3.63, -1.18, 1.48], [3.14, -0.30, 2.58], [1.93, 0.17, 2.67], [1.77, 0.95, 3.79], [2.88, 1.07, 4.57], [4.17, 0.19, 3.88], [0.46, 1.56, 4.06], [0.16, 2.41, 5.08], [-1.48, 2.88, 4.99], [-1.67, 1.90, 3.58], [-0.59, 1.28, 3.22], [-2.96, 1.80, 2.83], [2.85, -1.28, 0.72], [3.89, -2.17, 1.85], [4.51, -0.76, 0.99], [2.99, 1.61, 5.49], [0.81, 2.78, 5.86], [-3.80, 2.18, 3.41], [-3.15, 0.76, 2.56], [-2.90, 2.37, 1.90], [1.73, -0.07, -1.24], [1.90, 1.02, -1.89], [3.06, 1.16, -2.47], [3.25, 2.36, -3.22], [3.37, 3.36, -3.79], [4.12, 0.19, -2.35], [4.97, -0.57, -2.22], [0.17, 3.22, -3.23], [-1.06, 3.70, -3.43], [-1.22, 4.71, -4.30], [-2.15, 3.23, -2.85], [-2.01, 2.30, -1.95], [-1.92, 1.48, -1.13], [0.98, 3.64, -3.66], [0.35, 2.48, -2.57], [-0.45, 5.06, -4.85], [-2.15, 5.03, -4.50]], "total_energy_ha": -2763.64828, "homo_ha": -0.289, "relative_energy_kcal_mol": 0.0, "total_charge": 0}

=====

{"formula": "C23H18N2O2Zr", "method": "ωB97M-V/def2-TZVPD", "elements": ["Zr", "C", "O", "C", "C", "C", "C", "C", "C", "N", "N", "C", "C", "O", "C", "C", "C", "C", "C", "C", "C", "C", "H", "H", "H", "H", "H", "H", "H", "H", "H", "H", "H", "H", "H", "C", "C", "C", "C", "C", "C", "H", "H", "H", "H", "H"], "xyz": [[0.34, -0.16, 1.52], [-1.75, 0.96, 3.58], [-1.48, 0.11, 2.44], [-2.60, -0.14, 1.58], [-3.92, -0.17, 2.02], [-4.93, -0.43, 1.10], [-4.63, -0.68, -0.23], [-3.31, -0.68, -0.67], [-2.28, -0.40, 0.23], [-0.91, -0.39, -0.09], [-0.58, -0.80, -1.28], [0.65, -1.04, -1.68], [1.83, -1.07, -0.83], [1.71, -0.89, 0.47], [3.07, -1.41, -1.39], [3.19, -1.70, -2.73], [2.08, -1.72, -3.60], [2.21, -2.05, -4.96], [1.11, -2.06, -5.78], [-0.14, -1.73, -5.28], [-0.30, -1.38, -3.95], [0.79, -1.39, -3.08], [-2.13, 0.36, 4.41], [-2.48, 1.73, 3.31], [-0.80, 1.44, 3.86], [-4.17, -0.02, 3.06], [-5.96, -0.44, 1.43], [-5.42, -0.87, -0.94], [-3.07, -0.88, -1.70], [3.93, -1.43, -0.74], [4.16, -1.92, -3.15], [3.19, -2.30, -5.35], [1.22, -2.30, -6.83], [-1.01, -1.76, -5.92], [-1.27, -1.10, -3.56], [2.72, 3.29, 3.90], [1.81, 3.84, 3.02], [1.10, 3.03, 2.14], [1.31, 1.65, 2.12], [2.26, 1.10, 3.03], [2.96, 1.92, 3.90], [3.26, 3.92, 4.59], [1.65, 4.91, 3.02], [0.39, 3.49, 1.44], [2.50, 0.02, 3.00], [3.69, 1.50, 4.58]], "total_energy_ha": -1193.70632, "homo_ha": -0.521, "total_charge": 2}

=====

Repeat the second record exactly.
{"formula": "C23H18DyI2N4O3", "method": "ωB97M-V/def2-TZVPD", "elements": ["Dy", "I", "C", "C", "C", "I", "C", "O", "C", "C", "N", "C", "C", "C", "C", "C", "C", "N", "C", "H", "H", "H", "H", "H", "H", "H", "H", "H", "H", "H", "O", "C", "C", "C", "C", "C", "C", "C", "N", "C", "C", "N", "H", "H", "H", "H", "H", "H", "H", "O", "C"], "xyz": [[0.11, 0.89, -0.52], [4.26, -3.04, -5.24], [3.30, -1.79, -3.84], [2.44, -0.79, -4.29], [1.92, 0.07, -3.35], [0.31, 1.44, -3.71], [2.27, 0.05, -1.99], [1.98, 1.03, -1.20], [2.91, -1.14, -1.56], [2.75, -1.46, -0.10], [1.29, -1.47, 0.19], [0.63, -2.62, -0.46], [-0.78, -2.32, -0.93], [-1.73, -3.34, -0.98], [-3.00, -3.05, -1.46], [-3.27, -1.76, -1.90], [-2.26, -0.82, -1.84], [-1.04, -1.08, -1.36], [3.45, -2.01, -2.48], [2.19, -0.71, -5.34], [3.21, -0.70, 0.52], [3.20, -2.44, 0.13], [1.15, -1.53, 1.20], [0.61, -3.50, 0.19], [1.21, -2.88, -1.35], [-1.47, -4.33, -0.65], [-3.75, -3.82, -1.49], [-4.24, -1.49, -2.29], [-2.43, 0.20, -2.20], [4.00, -2.88, -2.14], [-1.66, 1.19, 0.40], [-2.17, 1.71, 1.48], [-3.56, 1.96, 1.55], [-4.16, 2.46, 2.67], [-3.40, 2.75, 3.80], [-2.04, 2.55, 3.77], [-1.39, 2.04, 2.63], [0.05, 1.88, 2.65], [0.82, 1.53, 1.61], [2.12, 1.56, 2.07], [2.13, 1.90, 3.39], [0.83, 2.09, 3.74], [-4.14, 1.73, 0.66], [-5.22, 2.64, 2.68], [-3.87, 3.14, 4.69], [-1.46, 2.82, 4.64], [2.95, 1.35, 1.42], [2.94, 2.02, 4.08], [0.50, 2.36, 4.65], [1.14, 4.17, -1.18], [0.35, 3.42, -0.95]], "multiplicity": 6, "total_energy_ha": -2812.38425, "homo_ha": [-0.390, -0.391], "relative_energy_kcal_mol": 7.0, "total_charge": 1}